Here is one molecule with the formula C6H6N4O2S from the OMol25 dataset. Energies are from ωB97M-V/def2-TZVPD.

XYZ file:
```
19
Properties=species:S:1:pos:R:3:forces:R:3
C -0.568809 -2.850047 0.991376 0.552 -0.114 1.799
C 1.736798 -2.667773 1.461319 -2.664 0.201 -1.012
C -0.497452 -1.658154 0.245811 -0.233 0.839 0.054
C 0.736713 -1.095512 0.211444 1.372 0.779 -0.626
C -1.544056 -0.707163 -0.232307 0.088 -1.056 -0.478
C 0.348061 3.368732 -1.641892 2.571 -0.095 2.877
N 0.552794 -3.279195 1.638126 -0.590 -0.163 -0.422
N 1.846115 -1.601581 0.656840 0.182 1.187 -0.064
N -1.062953 0.507948 -0.726981 -0.888 -1.781 -0.855
N 0.229667 0.693199 -0.918457 2.902 -2.047 0.944
O -2.713583 -0.888173 -0.166166 -1.682 -0.506 0.352
O -0.357451 2.534078 0.807889 0.207 0.053 0.111
S 0.722675 2.179530 -0.144003 -0.391 0.222 -1.030
H -1.518631 -3.395267 1.318296 1.318 0.870 -1.106
H 2.567962 -3.052055 2.014541 0.506 -0.009 -0.026
H 1.228024 4.073958 -1.482235 -1.416 -0.514 -0.478
H -0.575011 3.745236 -1.264588 -0.702 0.549 -0.296
H 0.386738 2.925799 -2.598574 -0.170 -0.613 -0.882
H -1.517601 1.166439 -0.170438 -0.960 2.199 1.138
```
Positions in Å, forces in eV/Å.

Its electronic energy is -27204.78687 eV. Its frontier orbital gap (spin up / spin down) is 7.94 / 7.94 eV. For the highest occupied orbital energy (spin up / spin down), the calculation gives -8.547 / -8.546 eV. The relative energy (zero: lowest compared OMol25 entry of this formula, charge and spin) is 3.6346 eV.

Atom charges from the Löwdin analysis, given in e for atoms 1 to 5:
1. C -0.0177
2. C -0.1578
3. C -0.0991
4. C -0.0124
5. C -0.4216